DFT (wB97M-V/def2-TZVPD) results for the molecule C23H30N2O3S.

Geometry as XYZ:
```
59
Properties=species:S:1:pos:R:3:forces:R:3:lowdin_charge:R:1
C 2.331 1.594 0.177 0.0 -0.2 0.1 -0.01
C 3.246 0.409 0.478 0.0 0.1 0.1 -0.31
N 2.801 -0.765 -0.254 0.0 0.4 -0.1 0.11
C 2.876 -2.011 0.254 0.0 -0.2 -0.7 -0.51
O 3.292 -2.249 1.369 0.1 -0.2 0.5 0.07
C 2.331 -3.098 -0.664 0.0 -0.1 0.3 -0.09
C 0.919 -3.487 -0.189 0.1 0.1 -0.1 -0.13
C 0.061 -2.258 -0.139 -0.2 -0.1 0.0 -0.23
C -0.055 -1.536 1.046 -0.2 0.1 0.0 -0.02
C -0.742 -0.336 1.070 0.0 -0.1 0.1 -0.06
C -1.318 0.138 -0.093 -0.2 0.6 -0.1 -0.30
S -2.156 1.721 -0.058 -0.1 0.1 0.4 0.63
O -2.450 2.104 -1.407 -0.1 -0.3 -0.1 -0.28
O -1.393 2.601 0.777 0.0 -0.2 0.2 -0.29
N -3.595 1.472 0.717 0.8 0.4 -0.3 -0.09
C -4.606 0.659 0.078 -0.4 -0.3 -0.1 -0.38
C -4.534 -0.815 0.487 0.1 0.0 -0.4 -0.15
C -5.602 -1.622 -0.247 -0.1 0.0 0.4 -0.20
C -6.991 -1.061 0.042 0.0 0.0 -0.3 -0.21
C -7.065 0.410 -0.355 -0.1 -0.1 0.4 -0.20
C -5.999 1.217 0.379 0.2 0.0 -0.4 -0.15
C -1.230 -0.569 -1.275 0.0 0.1 -0.1 -0.05
C -0.540 -1.769 -1.295 0.0 0.0 0.1 -0.02
C 4.684 0.741 0.143 0.1 -0.1 0.2 -0.19
C 5.090 0.876 -1.179 0.0 0.0 0.1 -0.04
C 6.404 1.184 -1.484 0.0 0.0 -0.1 -0.08
C 7.329 1.362 -0.469 0.1 0.0 0.0 -0.10
C 6.933 1.229 0.850 0.1 0.0 0.0 -0.08
C 5.619 0.917 1.153 -0.1 0.0 -0.1 -0.03
H 2.372 1.848 -0.880 0.0 0.1 -0.1 0.08
H 2.656 2.461 0.746 0.0 0.1 0.0 0.09
H 1.300 1.374 0.443 -0.1 0.0 0.0 0.06
H 3.183 0.144 1.539 0.0 0.1 -0.2 0.14
H 2.452 -0.617 -1.187 -0.1 -0.2 0.0 0.14
H 2.299 -2.753 -1.698 0.0 0.0 0.0 0.11
H 2.985 -3.968 -0.597 0.1 0.1 0.0 0.12
H 0.498 -4.226 -0.873 0.0 0.0 0.1 0.12
H 0.998 -3.929 0.805 0.0 -0.1 0.0 0.12
H 0.418 -1.908 1.942 0.1 0.0 0.1 0.13
H -0.817 0.253 1.971 0.1 0.0 0.2 0.12
H -3.502 1.362 1.713 0.2 0.0 0.2 0.12
H -4.403 0.759 -0.993 -0.2 -0.1 0.0 0.14
H -3.543 -1.218 0.267 0.0 0.0 0.1 0.10
H -4.696 -0.892 1.566 0.0 0.0 0.1 0.12
H -5.549 -2.668 0.060 0.0 0.0 -0.1 0.11
H -5.409 -1.577 -1.321 0.0 -0.1 -0.1 0.12
H -7.742 -1.633 -0.506 -0.1 0.0 0.1 0.11
H -7.207 -1.161 1.108 -0.1 0.0 0.1 0.11
H -8.054 0.809 -0.123 0.0 0.0 -0.1 0.11
H -6.909 0.503 -1.432 0.0 0.0 -0.1 0.12
H -6.035 2.264 0.077 0.0 0.1 0.1 0.12
H -6.176 1.170 1.456 0.0 0.0 0.1 0.12
H -1.689 -0.158 -2.160 0.0 0.0 -0.2 0.11
H -0.457 -2.327 -2.216 0.0 -0.1 -0.1 0.12
H 4.377 0.740 -1.980 -0.1 0.0 -0.1 0.11
H 6.707 1.285 -2.516 0.0 0.0 -0.1 0.10
H 8.354 1.602 -0.707 0.1 0.0 0.0 0.10
H 7.650 1.363 1.646 0.1 0.0 0.1 0.10
H 5.315 0.804 2.183 0.0 0.0 0.1 0.11
```
Forces are in eV/Å.

Highest occupied orbital energy (eV): -9.10
Total energy (eV): -44297.1914
SMILES: C[C@@H](NC(=O)CCc1ccc(S(=O)(=O)NC2CCCCC2)cc1)c1ccccc1
LUMO energy (eV): 0.518
Orbital gap (eV): 9.6
Multiplicity: 1

DFT (wB97M-V/def2-TZVPD) results for the molecule C10H14S4 at a distorted geometry.

Geometry as XYZ:
```
28
Properties=species:S:1:pos:R:3:forces:R:3:lowdin_charge:R:1
C -1.420 1.243 -1.137 0.3 -0.8 0.0 -0.11
C -1.745 -0.119 -1.537 0.6 0.1 1.0 -0.14
C -2.008 -0.996 -0.534 -1.3 2.2 1.4 -0.57
S -2.170 -0.062 1.017 0.8 -0.4 -1.7 1.01
C -1.556 1.373 0.205 -0.1 0.4 -0.1 -0.64
C -1.057 2.565 0.970 1.0 0.5 -2.0 -0.50
S 0.253 2.016 2.088 0.3 0.8 1.0 0.85
C 1.890 2.096 1.261 -0.8 2.5 -1.0 -0.54
C 2.425 0.701 1.292 2.1 0.3 0.0 -0.61
S 2.424 -0.080 -0.350 0.1 -0.3 0.2 0.88
C 1.333 -1.519 -0.036 1.0 1.2 2.4 -0.61
C 0.940 -2.272 -1.217 -1.2 0.8 -2.1 -0.51
S -0.628 -3.224 -0.814 1.5 -2.9 -0.1 0.88
C -2.239 -2.458 -0.725 1.4 2.8 -0.3 -0.50
H -0.930 2.053 -1.725 -0.7 -1.0 0.2 0.13
H -1.653 -0.589 -2.471 0.2 0.1 -1.6 0.10
H -0.750 3.428 0.242 -0.4 -1.7 1.3 0.13
H -1.828 2.944 1.584 -0.7 0.6 0.9 0.04
H 1.649 2.416 0.187 0.6 -0.3 1.5 0.08
H 2.589 2.913 1.750 -1.5 -1.7 -0.9 0.11
H 1.938 0.131 2.028 -1.3 -1.1 0.5 0.03
H 3.402 0.753 1.798 0.4 -0.2 -1.0 0.08
H 1.777 -2.122 0.739 0.8 -0.7 -0.1 0.08
H 0.521 -1.172 0.561 -1.1 0.8 -0.3 0.03
H 1.727 -3.007 -1.507 -1.1 0.1 0.1 0.09
H 0.807 -1.553 -2.084 -0.1 -1.0 0.8 0.09
H -2.845 -2.921 -0.014 -0.3 -0.8 1.9 0.06
H -2.845 -2.537 -1.571 -0.4 -0.4 -2.1 0.06
```
Forces are in eV/Å.

Highest occupied orbital energy (eV): -8.23
Total energy (eV): -53935.7180
SMILES: c1cc2sc1CSCCSCCSC2
LUMO energy (eV): 0.600
Orbital gap (eV): 8.8
Multiplicity: 1

DFT (wB97M-V/def2-TZVPD) results for a structure of composition C55H77GeN9O5S2ScSi2Te at a distorted geometry.

Geometry as XYZ:
```
153
Properties=species:S:1:pos:R:3:forces:R:3:lowdin_charge:R:1
Sc 0.399 0.121 0.214 0.6 -0.6 -0.6 0.61
C 4.287 -0.998 1.007 -0.1 -0.1 0.0 -0.05
C 3.148 -1.678 1.718 0.2 0.2 -0.2 -0.38
C 3.385 -2.619 2.696 -0.1 0.0 0.0 -0.04
C 2.292 -3.271 3.275 0.0 0.1 -0.1 -0.06
C 1.019 -2.973 2.868 -0.1 0.0 0.0 -0.02
C 0.823 -1.992 1.867 0.3 -0.1 0.2 -0.47
N 1.903 -1.358 1.323 -0.4 -0.3 0.2 -0.07
N -0.351 -1.578 1.369 0.3 0.7 0.0 -0.15
Si -1.845 -2.443 1.439 -0.7 0.0 -0.6 0.41
C -3.006 -1.411 0.337 0.1 -0.5 0.2 -0.19
C -1.584 -4.160 0.685 0.1 0.3 0.2 -0.15
C -2.628 -2.604 3.160 0.3 0.1 -0.1 -0.17
H 4.788 -1.714 0.350 0.0 0.0 0.0 0.09
H 5.027 -0.622 1.715 0.0 0.0 0.0 0.08
H 3.911 -0.183 0.395 0.1 0.0 0.0 0.05
H 4.397 -2.856 2.993 0.0 0.0 0.0 0.11
H 2.455 -4.018 4.043 0.0 0.0 0.0 0.11
H 0.156 -3.465 3.296 0.0 0.0 0.0 0.09
H -3.204 -1.926 -0.622 0.2 0.2 0.3 -0.04
H -2.529 -0.452 0.107 -0.1 0.0 0.0 -0.03
H -3.970 -1.207 0.809 0.0 0.1 0.0 0.04
H -1.186 -4.042 -0.326 0.0 0.1 0.0 0.01
H -2.503 -4.745 0.627 0.0 0.0 0.0 0.02
H -0.854 -4.734 1.261 0.0 0.0 0.0 0.03
H -3.268 -1.748 3.381 0.0 0.0 0.0 0.01
H -1.873 -2.647 3.948 0.0 0.0 0.0 0.02
H -3.236 -3.507 3.236 0.0 0.0 -0.1 0.03
C 2.855 1.399 -3.678 0.2 -0.1 0.0 -0.01
O 1.450 1.688 -3.738 0.0 0.0 0.0 0.01
C 0.770 1.504 -2.620 -0.1 0.2 0.0 -0.61
O 1.285 1.150 -1.562 0.0 0.3 0.3 -0.15
N -0.529 1.825 -2.770 0.0 0.0 -0.2 0.04
N -1.404 1.459 -1.752 0.1 0.0 0.1 0.01
H 3.204 1.424 -4.705 0.0 0.0 0.0 0.10
H 3.021 0.411 -3.252 0.0 0.0 0.0 0.04
H 3.366 2.154 -3.082 0.0 0.0 0.0 0.09
H -0.858 1.891 -3.722 0.0 -0.1 0.0 0.16
H -1.708 0.498 -1.882 -0.2 0.0 -0.2 -0.02
H -2.179 2.107 -1.708 0.0 0.1 0.1 0.08
C 3.296 3.047 -0.259 0.0 0.0 0.1 0.02
C 3.150 2.337 1.036 -0.2 0.1 0.0 -0.32
N 2.248 1.427 1.341 -0.4 0.0 -0.1 0.06
C 2.480 1.081 2.658 0.0 0.1 0.1 -0.14
C 3.543 1.765 3.132 -0.1 -0.1 0.2 -0.04
N 3.962 2.574 2.100 0.0 0.0 -0.1 0.01
C 5.119 3.435 2.147 -0.1 -0.2 0.0 -0.06
N 6.296 2.780 1.635 0.2 0.0 -0.1 -0.05
N 6.886 1.816 2.386 -0.2 0.1 0.0 0.06
N 7.796 1.242 1.708 0.2 -0.3 0.1 0.07
C 7.842 1.805 0.455 -0.4 0.4 -0.1 -0.23
C 8.645 1.521 -0.651 0.0 0.0 0.0 -0.01
C 8.437 2.268 -1.788 0.2 -0.2 0.0 -0.08
C 7.472 3.288 -1.835 -0.2 0.1 0.1 -0.08
C 6.676 3.586 -0.749 0.0 0.2 -0.2 -0.03
C 6.865 2.811 0.393 0.3 -0.3 0.1 -0.17
H 2.379 2.935 -0.822 0.0 0.0 0.0 0.06
H 4.126 2.634 -0.835 0.0 0.0 0.0 0.08
H 3.463 4.114 -0.098 0.0 0.0 0.0 0.08
H 1.853 0.380 3.181 0.0 0.0 0.0 0.12
H 4.033 1.754 4.090 0.0 0.0 0.0 0.13
H 5.298 3.687 3.190 0.0 0.1 0.0 0.14
H 4.934 4.342 1.575 0.0 0.0 0.0 0.14
H 9.392 0.740 -0.602 0.0 0.0 0.0 0.12
H 9.035 2.072 -2.668 0.0 0.0 0.0 0.10
H 7.353 3.852 -2.750 0.0 0.0 0.0 0.11
H 5.950 4.387 -0.790 0.0 0.0 0.0 0.11
Te 1.870 -2.046 -1.527 0.7 -1.5 -1.2 1.01
C 2.230 -2.944 -3.435 0.5 0.4 0.2 -0.92
C 1.799 -4.160 -3.871 -0.2 -0.1 0.1 -0.26
C 2.393 -4.570 -5.094 0.0 0.0 -0.1 -0.20
C 3.286 -3.663 -5.571 0.1 0.3 0.0 -0.43
S 3.396 -2.298 -4.536 -0.2 -0.2 0.1 0.91
H 1.074 -4.748 -3.325 0.0 0.0 0.0 0.10
H 2.175 -5.507 -5.588 0.0 0.0 0.0 0.10
H 3.896 -3.719 -6.458 -0.1 0.0 0.0 0.06
C -3.969 -5.394 -5.256 0.1 0.1 0.1 -0.02
C -3.076 -4.776 -4.183 -0.1 -0.2 -0.1 -0.63
C -2.242 -5.842 -3.483 -0.1 0.1 0.0 -0.02
C -2.170 -3.710 -4.787 -0.1 0.1 0.1 -0.04
O -3.959 -4.230 -3.183 -0.2 -0.6 -0.3 -0.15
Si -4.363 -2.735 -2.717 1.1 0.5 0.6 0.42
S -0.345 -1.429 -1.975 -0.2 0.2 0.5 0.02
O -4.557 -1.747 -3.993 -0.3 0.1 -0.7 -0.15
C -5.317 -0.553 -4.204 -0.1 0.0 0.0 -0.65
C -5.211 0.355 -2.982 0.0 -0.2 -0.1 -0.04
C -4.708 0.118 -5.430 0.0 -0.1 0.1 -0.03
C -6.769 -0.947 -4.459 0.1 0.0 0.1 -0.02
O -5.691 -2.708 -1.786 -0.6 0.0 0.1 -0.15
C -6.367 -3.637 -0.928 -0.1 -0.1 0.0 -0.64
C -7.220 -2.800 0.019 0.1 -0.1 -0.1 -0.02
C -7.236 -4.530 -1.808 0.1 0.1 0.1 -0.02
C -5.356 -4.464 -0.140 0.0 0.1 -0.1 -0.03
H -3.364 -5.804 -6.066 0.0 0.0 0.0 0.09
H -4.632 -4.628 -5.663 0.0 0.0 0.0 0.09
H -4.576 -6.193 -4.828 0.0 0.0 0.0 0.09
H -1.590 -6.339 -4.203 0.0 0.0 0.0 0.09
H -2.889 -6.586 -3.018 0.0 0.0 0.0 0.09
H -1.630 -5.376 -2.709 0.0 0.0 0.0 0.08
H -1.427 -4.181 -5.432 0.0 0.0 0.0 0.09
H -1.650 -3.161 -4.001 0.1 0.0 0.0 0.04
H -2.750 -3.001 -5.377 0.0 0.0 0.0 0.08
H -4.159 0.547 -2.774 0.1 0.1 0.1 0.07
H -5.651 -0.133 -2.111 0.0 0.0 0.0 0.08
H -5.727 1.300 -3.160 0.0 0.0 0.0 0.09
H -3.635 0.252 -5.277 0.0 0.1 0.0 0.08
H -5.174 1.088 -5.608 0.0 0.0 0.0 0.09
H -4.850 -0.508 -6.311 0.0 0.0 0.0 0.09
H -7.175 -1.438 -3.575 0.0 0.0 0.0 0.07
H -6.822 -1.639 -5.300 0.0 0.0 0.0 0.09
H -7.374 -0.068 -4.687 0.0 0.0 0.0 0.09
H -7.907 -2.172 -0.549 0.0 0.0 0.0 0.09
H -6.579 -2.162 0.628 0.0 0.0 0.0 0.08
H -7.799 -3.450 0.677 0.0 0.0 0.0 0.09
H -7.967 -3.927 -2.349 0.0 0.0 0.0 0.09
H -7.768 -5.265 -1.203 0.0 0.0 0.0 0.09
H -6.605 -5.048 -2.532 0.0 -0.1 0.0 0.08
H -4.732 -3.809 0.470 0.0 0.0 0.0 0.07
H -4.714 -5.018 -0.826 0.0 -0.1 0.0 0.08
H -5.875 -5.167 0.511 0.0 0.0 0.0 0.09
C -1.542 1.130 3.350 0.1 -0.2 -0.1 -0.25
Ge -1.055 1.881 1.557 -0.7 1.1 1.4 0.88
C -2.788 2.852 1.253 0.1 -0.4 -0.4 -0.31
C -3.765 2.345 0.395 0.1 0.0 0.0 -0.14
C -5.008 2.951 0.268 -0.1 0.0 0.0 -0.09
C -5.298 4.094 0.998 0.0 0.0 0.0 -0.10
C -4.334 4.622 1.847 -0.1 0.0 0.0 -0.09
C -3.099 4.003 1.973 0.1 0.0 0.1 -0.11
C 0.043 3.469 2.140 0.2 -0.1 -0.1 -0.28
C 0.531 3.570 3.419 -0.2 -0.2 -0.1 -0.12
C 1.398 4.607 3.820 0.1 0.2 0.0 -0.08
C 1.786 5.570 2.933 0.0 -0.1 0.1 -0.05
C 1.315 5.526 1.599 -0.1 -0.1 -0.1 -0.18
C 1.700 6.501 0.647 0.0 0.1 -0.1 -0.05
C 1.247 6.446 -0.642 0.1 0.1 0.1 -0.09
C 0.385 5.406 -1.040 -0.1 -0.1 0.0 -0.08
C 0.001 4.449 -0.141 0.0 0.0 -0.1 -0.05
C 0.446 4.472 1.204 0.1 0.1 0.1 -0.19
H -1.868 1.903 4.048 0.0 0.1 -0.1 0.02
H -0.722 0.565 3.804 0.0 0.0 0.0 0.01
H -2.369 0.430 3.215 0.0 0.0 0.0 0.00
H -3.559 1.442 -0.173 -0.1 0.0 0.1 0.06
H -5.756 2.526 -0.391 0.0 0.0 0.0 0.09
H -6.268 4.566 0.913 0.0 0.0 0.0 0.10
H -4.550 5.517 2.417 0.0 0.0 0.0 0.10
H -2.357 4.415 2.650 0.0 0.1 0.0 0.10
H 0.250 2.825 4.154 0.0 0.0 0.0 0.09
H 1.759 4.630 4.843 0.0 0.0 0.0 0.10
H 2.448 6.374 3.234 0.0 0.0 0.0 0.11
H 2.356 7.306 0.963 0.0 0.0 0.0 0.11
H 1.538 7.204 -1.359 0.0 0.0 0.0 0.10
H 0.023 5.376 -2.060 0.0 0.0 0.0 0.10
H -0.666 3.650 -0.443 0.0 0.0 -0.1 0.07
```
Forces are in eV/Å.

Highest occupied orbital energy (spin up / spin down) (eV): -6.11 / -6.81
Total energy (eV): -203876.0853
LUMO energy (spin up / spin down) (eV): 0.100 / 0.100
Orbital gap (spin up / spin down) (eV): 6.2 / 6.9
Multiplicity: 2